Entry 1:
Formula: CH15N2O5
Source: OMol25
Level of theory: ωB97M-V/def2-TZVPD

Each line ends with the Löwdin charge.
CARTESIAN COORDINATES (ANGSTROEM)
N 0.858 0.032 1.149  0.0229
C 0.742 1.287 0.556  -0.3485
N 0.310 1.582 -0.702  0.0284
H 0.452 -0.829 0.807  0.0259
H 1.461 -0.105 1.932  0.0578
H 1.123 2.064 1.208  0.0652
H 0.310 2.547 -0.979  0.0430
H -0.030 0.957 -1.404  0.0445
H 1.014 -1.158 -3.365  0.0608
H -0.593 -1.170 -3.507  0.0445
O 0.156 -1.200 -2.897  -0.0645
H 0.571 3.295 3.433  0.0147
H -0.167 2.495 4.497  0.0245
O -0.006 2.560 3.562  -0.0456
H -1.230 -5.861 0.521  0.0411
H -2.464 -6.455 -0.262  0.0232
O -1.556 -6.173 -0.339  -0.0655
H -1.246 4.961 -0.323  0.0471
H -1.353 4.895 -1.794  0.0339
O -0.679 4.871 -1.108  -0.0630
H 1.335 -3.275 0.032  0.0495
H 0.324 -2.739 -0.956  0.0312
O 0.667 -2.579 -0.061  -0.0713

The HOMO energy (alpha / beta) is -3.27 / -7.94 eV. The expectation value of S² is 0.753. Its spin multiplicity is 2. For the energy relative to the best compared isomer or geometry (same formula, charge and spin), the calculation gives 0.000 eV. The LUMO energy (alpha / beta) is 0.6 / 0.6 eV. The HOMO-LUMO gap (alpha / beta) comes out at 0.14388 / 0.31427 hartree.

***

Entry 2:
Formula: C17H35N2O12P2S2
Source: OMol25
Level of theory: ωB97M-V/def2-TZVPD

Each line ends with the Löwdin charge.
CARTESIAN COORDINATES (ANGSTROEM)
O 1.207 2.856 4.144  -0.4622
S -0.177 3.145 3.515  0.6291
O -0.922 4.085 4.541  -0.5051
N -1.207 1.752 3.308  -0.3804
S -0.369 0.391 2.609  0.6624
O 0.889 -0.076 3.429  -0.4342
O -1.371 -0.826 2.701  -0.4660
C 0.125 0.665 0.780  -0.2576
C -0.518 -0.421 -0.245  -0.0053
C -0.061 -0.247 -1.846  -0.0292
C 0.981 1.038 -2.028  -0.0634
C 1.476 2.043 -0.850  -0.0925
N 1.026 1.827 0.558  0.0107
H -0.069 3.939 2.328  0.0615
H -1.243 -1.305 0.099  0.1065
H -0.417 -0.948 -2.711  0.0781
H 1.400 1.236 -3.122  0.0744
H 2.214 2.917 -1.119  0.1030
O -5.757 -2.387 8.100  -0.2713
P -4.874 -2.989 6.979  0.7499
O -5.447 -1.965 5.797  -0.2310
C -5.585 -0.573 6.045  -0.3058
C -4.434 0.201 5.429  -0.0752
O -5.881 -4.269 6.645  -0.2359
C -6.708 -4.818 7.657  -0.3159
C -8.109 -4.241 7.549  -0.0824
O -3.888 -3.661 5.727  -0.2075
C -2.815 -2.922 5.181  -0.3022
C -1.778 -2.554 6.220  -0.0733
H -5.649 -0.339 7.110  0.0975
H -6.525 -0.254 5.584  0.1149
H -3.491 -0.061 5.914  0.0706
H -4.589 1.277 5.540  0.0825
H -4.334 -0.031 4.364  0.0812
H -6.280 -4.659 8.650  0.1006
H -6.752 -5.900 7.498  0.1104
H -8.103 -3.145 7.555  0.0727
H -8.738 -4.589 8.374  0.0712
H -8.573 -4.543 6.607  0.0734
H -3.189 -2.046 4.654  0.0886
H -2.345 -3.557 4.421  0.1295
H -2.214 -1.949 7.020  0.0654
H -0.962 -1.989 5.760  0.0886
H -1.362 -3.454 6.683  0.0773
O 6.316 2.791 -7.009  -0.2584
P 5.253 1.804 -6.469  0.7526
O 4.266 1.930 -7.805  -0.2305
C 4.809 1.881 -9.116  -0.3010
C 4.599 0.512 -9.736  -0.0863
O 4.459 2.917 -5.523  -0.2310
C 5.155 4.022 -4.971  -0.3063
C 4.949 5.250 -5.841  -0.0775
O 4.065 0.700 -5.865  -0.2070
C 3.900 -0.573 -6.454  -0.3067
C 5.158 -1.411 -6.380  -0.0846
H 5.872 2.131 -9.142  0.1007
H 4.282 2.633 -9.712  0.1200
H 5.162 -0.247 -9.189  0.0626
H 4.933 0.503 -10.777  0.0774
H 3.543 0.228 -9.704  0.0773
H 6.216 3.794 -4.836  0.1036
H 4.740 4.212 -3.977  0.1149
H 5.215 5.060 -6.888  0.0711
H 5.548 6.089 -5.478  0.0760
H 3.897 5.545 -5.837  0.0765
H 3.539 -0.473 -7.476  0.0914
H 3.103 -1.081 -5.898  0.1281
H 5.992 -0.922 -6.893  0.0641
H 4.991 -2.390 -6.840  0.0841
H 5.460 -1.560 -5.339  0.0851

The HOMO energy is -6.17 eV. As for the total charge: -1. The LUMO energy is -0.7 eV. The HOMO-LUMO gap comes out at 0.20032 hartree.

***

Entry 3:
Formula: C16H26O14S2
Source: OMol25
Level of theory: ωB97M-V/def2-TZVPD

Each line ends with the Löwdin charge.
CARTESIAN COORDINATES (ANGSTROEM)
O -3.867 -2.311 1.844  0.1204
C -3.242 -1.990 0.867  -0.4112
O -3.941 -1.433 -0.239  -0.0087
C -3.058 -1.109 -1.321  -0.1755
C -1.646 -1.248 -0.742  -0.1640
C -1.755 -2.091 0.549  -0.0668
H -3.221 -0.077 -1.631  0.1208
H -3.102 -1.771 -2.186  0.1173
H -1.382 -0.276 -0.325  0.1073
H -0.886 -1.536 -1.469  0.1119
H -1.168 -1.617 1.336  0.1246
H -1.445 -3.115 0.338  0.1240
O -10.588 0.957 -4.544  0.0829
C -10.236 1.133 -3.378  -0.4549
O -9.210 1.898 -2.973  0.0217
C -8.910 1.834 -1.535  -0.1284
C -10.102 1.117 -0.931  -0.1700
C -10.894 0.483 -2.136  -0.0400
H -8.762 2.821 -1.096  0.1203
H -7.988 1.293 -1.320  0.1190
H -10.630 1.654 -0.144  0.1071
H -9.696 0.359 -0.261  0.1020
H -11.854 0.928 -1.874  0.1176
H -10.801 -0.599 -2.224  0.1228
O 2.387 -1.887 5.865  0.1089
C 3.127 -0.976 6.193  -0.3565
O 4.420 -0.832 5.509  -0.0275
C 5.200 -0.031 6.397  -0.2043
C 4.263 0.883 7.143  -0.1787
C 3.081 -0.006 7.350  -0.0959
H 6.004 0.515 5.902  0.1237
H 5.646 -0.801 7.026  0.1257
H 3.976 1.774 6.585  0.1189
H 4.723 1.388 7.992  0.1215
H 2.198 0.632 7.308  0.1300
H 3.056 -0.517 8.312  0.1355
C 5.524 1.918 0.887  -0.1822
C 4.461 0.972 0.453  -0.2005
O 3.191 1.649 0.472  -0.1943
S 3.201 2.972 1.463  0.7176
O 2.472 2.798 2.678  -0.2244
O 3.093 4.191 0.683  -0.2379
O 4.822 2.711 1.844  -0.2152
H 5.777 2.495 -0.003  0.1336
H 6.338 1.355 1.343  0.1419
H 4.434 0.024 0.990  0.1312
H 4.743 0.659 -0.552  0.1286
C 3.922 -1.967 -5.233  -0.1210
C 4.998 -2.665 -6.111  -0.1702
O 5.923 -1.698 -6.683  -0.2387
S 5.286 -0.132 -6.647  0.8528
O 4.491 -0.096 -7.919  -0.2827
O 6.349 0.919 -6.276  -0.2825
O 4.282 -0.513 -5.318  -0.2471
H 4.180 -2.349 -4.245  0.1162
H 2.901 -2.229 -5.510  0.1255
H 4.382 -3.018 -6.938  0.1189
H 5.533 -3.441 -5.563  0.1286

The HOMO energy is -10.13 eV. The structure (SMILES) is O=S1(=O)OCCO1.O=S1(=O)OCCO1.O=C1CCCO1.O=C1CCCO1.O=C1CCCO1. For the energy relative to the best compared isomer or geometry (same formula, charge and spin), the calculation gives 3.745 eV. The LUMO energy is -0.1 eV. The HOMO-LUMO gap comes out at 0.36914 hartree.